{"formula": "C19H21N3O4", "method": "ωB97M-V/def2-TZVPD", "orbital_gap_ev": 8.31, "smiles": "COc1ccc(/C=N/NC(=O)CCC(=O)Nc2ccccc2)cc1OC", "energy_ha": -1201.83472, "e_above_lowest_ev": 2.961, "homo_ev": -8.131, "species": ["C", "H", "O", "C", "C", "C", "C", "C", "C", "O", "C", "H", "H", "H", "H", "C", "N", "N", "C", "O", "C", "C", "C", "O", "N", "C", "C", "C", "C", "C", "C", "H", "H", "H", "H", "H", "H", "H", "H", "H", "H", "H", "H", "H", "H", "H", "H"], "xyz": [[-5.24070, -1.19165, -0.21135], [-6.10185, -0.63715, 0.15756], [-4.13442, -0.68618, 0.49496], [-2.90635, -1.18762, 0.22503], [-2.63450, -2.19343, -0.68928], [-1.33676, -2.63024, -0.89575], [-0.28176, -2.05209, -0.20168], [-0.55149, -1.04554, 0.73755], [-1.83981, -0.61267, 0.96328], [-2.20185, 0.34278, 1.85335], [-1.19517, 0.95597, 2.62385], [-1.71225, 1.67157, 3.26047], [-0.67083, 0.22688, 3.25018], [-0.47568, 1.48689, 1.99351], [0.27944, -0.62371, 1.27640], [1.07627, -2.47172, -0.45473], [2.06450, -1.77140, -0.05383], [3.32470, -2.17981, -0.27669], [4.42027, -1.51148, 0.20580], [5.52877, -1.95548, 0.01485], [4.11594, -0.21374, 0.92017], [4.19333, 0.96761, -0.07336], [2.95450, 1.85524, -0.01642], [2.98061, 2.98656, 0.41219], [1.85151, 1.23451, -0.51583], [0.56555, 1.75201, -0.70616], [-0.30920, 1.03098, -1.51703], [-1.60358, 1.47014, -1.71128], [-2.04231, 2.63554, -1.10557], [-1.16921, 3.36446, -0.31713], [0.12993, 2.93342, -0.11358], [0.80931, 3.50583, 0.49612], [-1.50163, 4.27756, 0.15366], [-3.05706, 2.97346, -1.24950], [-2.27137, 0.89664, -2.33714], [0.03027, 0.11997, -1.98878], [1.95629, 0.26410, -0.78946], [5.05823, 1.59050, 0.15048], [4.30585, 0.59515, -1.09435], [3.12501, -0.27467, 1.36830], [4.85708, -0.08195, 1.70709], [3.49864, -3.06821, -0.75370], [1.22155, -3.40249, -1.01481], [-1.14731, -3.41158, -1.61669], [-3.43332, -2.64839, -1.25273], [-5.13966, -1.02734, -1.28912], [-5.38945, -2.25924, -0.01888]], "forces_ev_per_angstrom": [[-0.2, -0.1, -0.1], [0.0, -0.1, -0.1], [0.4, 0.1, 0.1], [0.1, 0.1, 0.1], [-0.4, 0.2, 0.1], [0.6, 0.1, 0.1], [-0.9, 0.1, 0.1], [-0.2, -0.1, 0.1], [-0.1, 0.0, 0.1], [-0.2, -0.3, -0.4], [0.2, 0.1, 0.1], [0.1, 0.0, 0.0], [0.0, 0.0, 0.0], [0.0, -0.1, 0.0], [0.1, 0.1, 0.1], [0.8, -0.2, -0.2], [-0.7, 0.2, 0.1], [0.1, -1.0, -0.6], [-0.1, 0.2, 0.3], [0.2, 0.0, 0.0], [0.1, -0.1, 0.1], [0.0, 0.2, 0.1], [0.5, -0.3, -0.2], [0.0, 0.3, 0.1], [-0.2, -0.3, -0.2], [-0.3, 0.3, -0.1], [0.1, 0.1, 0.0], [0.0, 0.0, 0.0], [-0.1, 0.1, 0.0], [-0.1, -0.1, -0.1], [0.2, 0.1, 0.1], [0.0, 0.0, 0.0], [0.0, 0.1, 0.0], [-0.1, 0.0, 0.0], [-0.1, -0.1, -0.1], [0.0, -0.1, -0.1], [0.0, 0.2, 0.1], [-0.1, 0.0, -0.1], [0.0, 0.0, 0.0], [0.1, 0.1, 0.0], [0.0, -0.1, -0.1], [0.0, 0.3, 0.2], [0.1, 0.0, 0.0], [0.0, -0.1, -0.1], [-0.1, 0.0, 0.0], [0.0, 0.0, 0.0], [0.0, 0.0, 0.0]], "mulliken_charge": [-0.9939, 0.2454, -0.4019, 0.8608, -0.3793, -1.3590, 0.1782, -0.0994, 0.8935, -0.4306, -0.7712, 0.2487, 0.3638, 0.2159, 0.3584, -0.5501, 0.1177, -0.4398, 0.1482, -0.6408, -0.2218, -0.9955, 0.6548, -0.6513, 0.1315, 0.1267, -0.1710, -0.5877, -0.6099, -0.5072, -0.4991, 0.4952, 0.3880, 0.3940, 0.4163, 0.4641, 0.0785, 0.3307, 0.4098, 0.2821, 0.3663, 0.2348, 0.3564, 0.3743, 0.4212, 0.3760, 0.3783]}